(1)
C2H6N2O2 | wB97M-V/def2-TZVPD

The geometry in XYZ format:
```
12
Properties=species:S:1:pos:R:3
C 2.443 0.366 -0.426
N 3.160 -0.776 -0.429
O 1.284 0.443 -0.079
H 2.942 1.240 -0.871
H 4.092 -0.819 -0.810
H 2.908 -1.542 0.177
C -2.767 0.167 0.248
N -1.609 0.341 -0.434
O -2.923 -0.591 1.178
H -3.575 0.840 -0.090
H -1.526 1.154 -1.018
H -0.784 -0.058 -0.008
```

The energy above the lowest of the compared OMol25 structures with the same formula, charge and spin is 31.0 kJ/mol. Its total charge is 0. As for the total energy: -339.82083 a.u. As for the multiplicity: 1. The HOMO energy comes out at -9.49 eV.



(2)
C42H34AsIrN2O6 | wB97M-V/def2-TZVPD

The geometry in XYZ format:
```
86
Properties=species:S:1:pos:R:3
Ir -0.097 0.048 -0.214
O 1.594 0.856 -1.075
C 2.698 1.550 -0.919
C 3.341 2.054 -2.069
C 4.425 2.899 -1.958
C 4.919 3.280 -0.710
C 4.317 2.771 0.426
C 3.241 1.894 0.331
C 2.575 1.333 1.504
N 2.120 2.061 2.436
C 1.316 1.365 3.418
C -0.065 1.077 2.834
N -0.072 -0.028 1.859
C -0.304 -1.189 2.376
C -0.271 -2.492 1.773
C -0.798 -3.566 2.508
C -0.729 -4.855 2.038
C -0.081 -5.090 0.819
C 0.469 -4.064 0.087
C 0.367 -2.727 0.527
O 0.878 -1.767 -0.183
H 2.937 1.778 -3.036
H 4.895 3.277 -2.859
H 5.765 3.949 -0.632
H 4.675 3.039 1.412
H 2.430 0.245 1.498
H 1.184 2.003 4.293
H 1.766 0.422 3.756
H -0.439 1.978 2.354
H -0.745 0.812 3.649
H -0.533 -1.198 3.443
H -1.269 -3.362 3.464
H -1.152 -5.673 2.603
H -0.007 -6.104 0.444
H 0.972 -4.245 -0.854
C -5.734 1.763 0.331
C -5.285 1.935 -0.970
C -3.932 2.108 -1.225
C -3.016 2.109 -0.178
C -3.469 1.909 1.123
C -4.822 1.747 1.378
As -1.119 2.175 -0.549
C -0.371 3.705 0.372
C -0.920 4.276 1.514
C -0.258 5.311 2.160
C 0.955 5.773 1.672
C 1.498 5.214 0.525
C 0.834 4.188 -0.130
C -1.020 2.825 -2.361
C -1.589 4.066 -2.647
C -1.521 4.580 -3.930
C -0.876 3.860 -4.930
C -0.300 2.633 -4.642
C -0.370 2.109 -3.355
H -6.789 1.633 0.530
H -5.989 1.933 -1.792
H -3.594 2.237 -2.245
H -2.769 1.847 1.948
H -5.162 1.596 2.394
H -1.876 3.943 1.901
H -0.693 5.752 3.048
H 1.477 6.570 2.185
H 2.448 5.561 0.139
H 1.273 3.755 -1.020
H -2.077 4.634 -1.863
H -1.963 5.543 -4.150
H -0.818 4.262 -5.933
H 0.211 2.076 -5.416
H 0.094 1.160 -3.128
O -1.914 -0.925 -0.214
C -1.765 -1.292 -1.438
O -0.842 -0.734 -2.103
C -2.581 -2.375 -2.006
C -3.662 -2.864 -1.287
C -4.434 -3.917 -1.778
C -4.058 -4.440 -2.991
O -4.642 -5.460 -3.680
C -3.829 -5.678 -4.835
O -2.842 -4.653 -4.875
C -2.973 -3.952 -3.706
C -2.209 -2.916 -3.248
H -3.891 -2.420 -0.328
H -5.281 -4.310 -1.234
H -4.451 -5.618 -5.728
H -3.342 -6.653 -4.752
H -1.358 -2.528 -3.789
```

The energy above the lowest of the compared OMol25 structures with the same formula, charge and spin is 0.0 kJ/mol. Its total charge is 0. As for the total energy: -4521.95124 a.u. As for the multiplicity: 1. The HOMO energy comes out at -7.15 eV.



(3)
C4H17INO4 | wB97M-V/def2-TZVPD

The geometry in XYZ format:
```
27
Properties=species:S:1:pos:R:3
I 1.186 -0.665 -2.473
C -0.886 -2.397 1.699
C -1.308 -0.950 1.327
C -0.276 0.251 1.633
O -1.042 1.428 1.624
C -0.480 2.671 2.217
N -1.760 -0.910 -0.006
H -1.760 -3.041 1.602
H -0.692 -2.533 2.763
H 0.048 -2.705 1.229
H -2.081 -0.564 1.992
H 0.498 0.342 0.871
H 0.219 0.202 2.603
H -0.435 2.641 3.306
H -1.010 3.596 1.992
H 0.537 2.754 1.833
H -1.004 -0.657 -0.627
H -2.300 -0.059 -0.066
O 3.095 -3.379 -0.620
H 2.414 -3.817 -0.111
H 2.662 -2.609 -0.989
O 2.101 1.551 -5.318
H 2.226 2.256 -4.683
H 1.937 0.774 -4.784
O -0.883 2.237 -2.335
H -1.045 1.334 -2.606
H 0.038 2.248 -2.074
```

The energy above the lowest of the compared OMol25 structures with the same formula, charge and spin is 55.9 kJ/mol. Its total charge is -1. As for the total energy: -816.08194 a.u. As for the multiplicity: 1. The HOMO energy comes out at -4.68 eV.



(4)
C4H10N4 | wB97M-V/def2-TZVPD

The geometry in XYZ format:
```
18
Properties=species:S:1:pos:R:3
C 0.245 0.855 1.846
C -0.992 1.156 -0.341
C -0.217 0.578 -1.330
C 0.799 -0.515 -1.272
H 0.824 0.177 1.220
H -0.076 0.417 2.778
H 0.843 1.763 1.989
H -1.614 1.713 1.441
H -1.680 1.906 -0.716
H -0.119 1.141 -2.301
H 2.295 -1.393 -2.020
H 1.291 -2.211 -0.245
H -1.009 -0.979 0.658
H -1.342 -1.965 -0.611
N -0.996 1.071 1.042
N 1.795 -0.512 -2.055
N 0.639 -1.429 -0.241
N -0.689 -1.773 0.158
```

The energy above the lowest of the compared OMol25 structures with the same formula, charge and spin is 232.8 kJ/mol. Its total charge is 0. As for the total energy: -377.35814 a.u. As for the multiplicity: 1. The HOMO energy comes out at -8.21 eV.



(5)
C43H39IOPRuS | wB97M-V/def2-TZVPD

The geometry in XYZ format:
```
87
Properties=species:S:1:pos:R:3
Ru 0.950 -0.474 -1.359
C -2.412 -0.971 -2.766
C -1.076 -0.400 -3.108
C -0.788 0.932 -2.841
C 0.455 1.460 -3.131
C 1.415 0.671 -3.733
C 1.135 -0.649 -4.026
C -0.100 -1.183 -3.711
H -3.133 -0.811 -3.565
H -2.816 -0.516 -1.861
H -2.348 -2.046 -2.591
H -1.552 1.554 -2.406
H 0.684 2.480 -2.876
H 2.390 1.078 -3.948
H 1.888 -1.262 -4.495
H -0.319 -2.214 -3.932
I 1.778 -3.122 -1.846
C 1.181 -4.926 -0.339
C 1.691 -6.159 -0.760
C 1.452 -7.318 -0.030
C 0.700 -7.270 1.145
C 0.173 -6.049 1.598
C -0.590 -6.004 2.774
C -1.123 -4.796 3.221
C -0.903 -3.623 2.507
C -0.141 -3.610 1.331
P -0.047 -1.775 0.602
C -1.582 -1.694 0.058
C -2.508 -2.702 -0.262
C -3.841 -2.349 -0.513
C -4.235 -1.012 -0.461
C -3.298 -0.017 -0.165
C -1.973 -0.365 0.086
C 0.943 -1.198 1.745
C 2.344 -1.240 1.848
C 2.968 -0.535 2.885
C 2.204 0.198 3.800
C 0.811 0.219 3.681
C 0.193 -0.470 2.647
C 0.408 -4.856 0.859
H 2.274 -6.206 -1.674
H 1.855 -8.265 -0.374
H 0.526 -8.186 1.698
H -0.776 -6.906 3.345
H -1.714 -4.772 4.127
H -1.339 -2.703 2.876
H -2.226 -3.742 -0.315
H -4.566 -3.117 -0.748
H -5.266 -0.741 -0.657
H -3.602 1.021 -0.135
H -1.256 0.422 0.309
H 2.947 -1.793 1.148
H 4.046 -0.554 2.980
H 2.688 0.739 4.601
H 0.219 0.792 4.388
H -0.895 -0.435 2.579
O 0.839 1.212 -0.264
S 1.566 1.742 0.936
C 0.565 2.972 1.824
C -0.791 3.249 1.228
C -1.831 2.317 1.359
C -3.091 2.575 0.816
C -3.326 3.768 0.135
C -2.300 4.700 -0.006
C -1.040 4.443 0.537
C 2.924 2.822 0.393
C 2.554 4.015 -0.450
C 1.914 3.860 -1.688
C 1.597 4.971 -2.471
C 1.928 6.251 -2.034
C 2.579 6.421 -0.815
C 2.894 5.311 -0.029
H 1.130 3.899 1.963
H 0.421 2.571 2.835
H -1.660 1.372 1.871
H -3.885 1.840 0.915
H -4.304 3.965 -0.294
H -2.477 5.625 -0.547
H -0.252 5.181 0.406
H 3.625 2.197 -0.171
H 3.449 3.139 1.301
H 1.644 2.868 -2.049
H 1.090 4.832 -3.423
H 1.683 7.114 -2.648
H 2.845 7.420 -0.478
H 3.410 5.469 0.916
H 2.412 -0.653 -0.277
```

Its total charge is +2. As for the total energy: -2868.53741 a.u. As for the multiplicity: 2. The HOMO energy (alpha / beta) comes out at -13.16 / -13.15 eV.



(6)
C27H52ClFINO8P | wB97M-V/def2-TZVPD

The geometry in XYZ format:
```
92
Properties=species:S:1:pos:R:3
C 9.343 2.785 1.604
C 9.157 1.306 1.927
C 9.439 0.375 0.747
C 8.462 0.522 -0.418
C 7.029 0.105 -0.067
C 6.209 -0.433 -1.246
C 5.185 -1.493 -0.837
C 4.031 -1.622 -1.824
C 3.134 -2.828 -1.562
C 1.974 -2.941 -2.560
C 0.692 -2.229 -2.115
C -0.586 -2.848 -2.671
C -1.845 -2.086 -2.239
C -2.466 -2.651 -0.958
P -3.353 -1.471 0.223
C -3.194 -2.860 1.587
C -3.792 -2.736 2.941
O -3.648 -1.922 3.771
Cl -4.915 -4.164 3.334
C -1.563 -0.680 0.682
O -0.954 0.074 -0.008
N -0.913 -0.959 2.025
C -1.184 -0.231 3.116
O -1.630 0.859 3.227
F -0.812 -0.944 4.250
C -5.170 -2.130 -0.150
I -5.612 -2.290 -2.286
C -6.350 -1.355 0.446
C -6.601 -1.597 1.935
O -3.953 -0.364 1.388
C -3.954 0.969 0.957
C -3.991 0.965 -0.576
O -3.181 2.009 -1.078
C -3.826 2.902 -1.951
C -4.641 3.936 -1.183
O -5.335 4.794 -2.076
C -4.682 6.028 -2.301
C -4.800 6.993 -1.116
O -3.523 -0.262 -0.986
H 10.362 2.982 1.261
H 9.161 3.404 2.483
H 8.660 3.123 0.822
H 8.139 1.138 2.290
H 9.828 1.041 2.749
H 10.463 0.544 0.395
H 9.390 -0.659 1.105
H 8.468 1.563 -0.756
H 8.826 -0.074 -1.260
H 7.068 -0.661 0.718
H 6.504 0.958 0.372
H 5.685 0.391 -1.742
H 6.894 -0.848 -1.993
H 5.688 -2.461 -0.737
H 4.790 -1.241 0.154
H 4.433 -1.678 -2.843
H 3.434 -0.704 -1.778
H 2.734 -2.744 -0.545
H 3.752 -3.731 -1.597
H 1.764 -3.992 -2.780
H 2.301 -2.478 -3.498
H 0.634 -2.199 -1.020
H 0.722 -1.182 -2.431
H -0.523 -2.886 -3.765
H -0.652 -3.890 -2.331
H -2.582 -2.108 -3.041
H -1.586 -1.037 -2.093
H -3.165 -3.451 -1.223
H -1.670 -3.141 -0.379
H -3.568 -3.767 1.122
H -2.139 -3.047 1.787
H -0.567 -1.888 2.198
H -5.262 -3.178 0.141
H -6.233 -0.285 0.259
H -7.262 -1.647 -0.082
H -7.543 -1.118 2.218
H -6.711 -2.665 2.146
H -5.816 -1.180 2.562
H -4.825 1.489 1.373
H -3.059 1.502 1.294
H -5.010 1.116 -0.967
H -4.475 2.381 -2.666
H -3.041 3.403 -2.523
H -5.378 3.437 -0.548
H -3.973 4.502 -0.525
H -3.627 5.854 -2.549
H -5.154 6.453 -3.188
H -4.980 8.014 -1.457
H -3.908 6.997 -0.489
H -5.641 6.687 -0.492
O 0.517 0.300 6.940
H -0.242 0.788 7.274
H 0.199 -0.075 6.110
```

The energy above the lowest of the compared OMol25 structures with the same formula, charge and spin is 0.0 kJ/mol. Its total charge is -1. As for the total energy: -2915.84556 a.u. As for the multiplicity: 1. The HOMO energy comes out at -5.59 eV.